{"formula": "C6H4O", "method": "ωB97M-V/def2-TZVPD", "species": ["O", "C", "C", "C", "C", "C", "C", "H", "H", "H", "H"], "coordinates": [[-2.673, 0.366, -0.536], [0.557, -0.851, -0.162], [1.745, -1.696, -0.223], [-1.597, 0.707, -0.099], [-0.427, -0.152, -0.116], [-1.392, 2.069, 0.485], [-0.382, 2.430, 1.234], [1.849, -2.134, -1.220], [2.647, -1.118, -0.001], [1.669, -2.512, 0.501], [-2.176, 2.812, 0.326]], "nbo_charge": [-0.4795, 0.1389, -0.6997, 0.5167, -0.1740, -0.6961, 0.3419, 0.2485, 0.2457, 0.2500, 0.3076], "multiplicity": 1, "e_homo_ev": -10.57, "energy_ha": -306.06185, "orbital_gap_ev": 9.582}